(1)
16 unconnected molecules or ions with the total composition C51H34Cl60F10N2O3 in a non-equilibrium geometry, computed with ωB97M-V/def2-TZVPD.

Results
- highest occupied orbital energy (eV) = -8.978
- lowest unoccupied orbital energy (eV) = -2.202
- Kohn-Sham gap (Eh) = 0.24900
- energy relative to the best compared isomer or geometry (same formula, charge and spin) (kJ/mol) = 3178.45
- multiplicity = 1

Element x y z (Å)
C (6.844, 0.157, 5.150)
C (5.640, 1.311, 5.276)
C (4.466, 1.057, 4.116)
N (4.075, 2.432, 3.621)
C (2.827, 2.385, 2.733)
C (3.092, 1.924, 1.161)
C (4.601, 1.526, 0.591)
C (4.807, -0.133, 0.570)
O (3.611, -0.663, 1.305)
C (3.172, -1.944, 0.730)
C (1.597, -2.252, 1.198)
C (1.742, 1.868, 0.208)
C (0.219, 2.279, 0.765)
C (-0.051, 2.794, 2.334)
C (-1.527, 3.247, 2.880)
F (-2.439, 3.816, 1.863)
F (-1.335, 4.357, 3.889)
C (-2.217, 2.013, 3.773)
C (-2.020, 2.042, 5.432)
C (-2.689, 0.905, 6.445)
C (-3.547, -0.341, 5.813)
C (-3.738, -0.363, 4.174)
C (-4.600, -1.600, 3.485)
F (-5.090, -1.237, 2.135)
F (-5.698, -2.117, 4.335)
F (-3.615, -2.727, 3.283)
C (-3.111, 0.793, 3.146)
C (1.320, 2.800, 3.293)
N (1.287, 3.191, 4.786)
C (1.988, 4.510, 5.024)
C (1.834, 5.609, 3.816)
C (1.914, 7.168, 4.416)
C (-0.979, 2.131, -0.365)
O (-2.200, 1.639, -0.158)
C (-0.541, 2.595, -1.911)
C (0.846, 2.229, -2.411)
C (1.427, 2.619, -3.900)
F (0.599, 3.791, -4.369)
F (1.454, 1.501, -4.871)
C (2.946, 3.265, -3.626)
C (2.972, 4.841, -3.079)
C (4.381, 5.644, -2.703)
C (5.784, 4.818, -2.895)
C (5.775, 3.243, -3.448)
C (7.269, 2.527, -3.552)
F (7.905, 2.695, -2.192)
F (8.183, 3.201, -4.506)
F (7.164, 1.053, -3.755)
C (4.353, 2.448, -3.823)
C (1.904, 1.421, -1.397)
O (2.753, 0.487, -1.833)
H (6.911, -0.294, 4.070)
H (6.672, -0.656, 5.994)
H (7.899, 0.662, 5.383)
H (6.133, 2.359, 4.992)
H (5.191, 1.356, 6.356)
H (3.541, 0.461, 4.524)
H (4.977, 0.371, 3.308)
H (4.837, 2.876, 3.061)
H (4.591, 1.857, -0.554)
H (5.473, 2.090, 1.129)
H (4.887, -0.570, -0.514)
H (5.746, -0.460, 1.186)
H (3.849, -2.790, 1.176)
H (3.183, -1.938, -0.442)
H (0.819, -2.038, 0.342)
H (1.433, -3.362, 1.538)
H (1.275, -1.549, 2.105)
H (-1.393, 2.891, 5.988)
H (-2.530, 1.014, 7.623)
H (-3.988, -1.131, 6.562)
H (-3.330, 0.710, 2.000)
H (1.811, 2.411, 5.287)
H (1.584, 5.017, 6.027)
H (3.133, 4.324, 5.205)
H (0.828, 5.553, 3.219)
H (2.745, 5.499, 3.079)
H (2.914, 7.705, 4.090)
H (1.039, 7.810, 3.923)
H (1.718, 7.213, 5.579)
H (-1.302, 3.166, -2.595)
H (1.978, 5.476, -2.902)
H (4.357, 6.762, -2.294)
H (6.797, 5.372, -2.593)
H (4.350, 1.332, -4.184)
C (6.102, 2.420, 9.245)
Cl (6.130, 3.653, 10.531)
Cl (4.515, 2.440, 8.437)
Cl (7.380, 2.774, 8.055)
Cl (6.385, 0.811, 9.958)
C (-4.998, 1.020, -2.555)
Cl (-4.859, -0.168, -1.234)
Cl (-5.617, 0.212, -4.018)
Cl (-6.121, 2.316, -2.072)
Cl (-3.395, 1.719, -2.896)
C (2.979, 1.528, -8.536)
Cl (3.747, 1.998, -6.998)
Cl (3.879, 0.171, -9.259)
Cl (1.296, 1.029, -8.231)
Cl (2.994, 2.914, -9.655)
C (-4.521, -3.647, -5.806)
Cl (-4.058, -2.437, -7.029)
Cl (-4.529, -2.889, -4.194)
Cl (-6.147, -4.273, -6.176)
Cl (-3.349, -4.989, -5.825)
C (-9.047, -2.731, 3.439)
Cl (-8.203, -2.185, 1.968)
Cl (-8.244, -4.186, 4.080)
Cl (-9.001, -1.439, 4.665)
Cl (-10.742, -3.113, 3.043)
C (10.358, 0.161, -2.656)
Cl (9.922, 0.778, -4.269)
Cl (10.657, 1.531, -1.557)
Cl (9.023, -0.831, -2.018)
Cl (11.831, -0.834, -2.779)
C (-13.642, -0.295, 1.884)
Cl (-11.868, -0.406, 1.759)
Cl (-14.204, 1.184, 1.065)
Cl (-14.382, -1.720, 1.110)
Cl (-14.114, -0.240, 3.601)
C (1.618, -2.173, -5.881)
Cl (2.463, -1.627, -7.352)
Cl (2.422, -3.628, -5.241)
Cl (1.665, -0.880, -4.655)
Cl (-0.076, -2.555, -6.277)
C (-3.182, -6.241, 1.919)
Cl (-3.128, -7.863, 1.184)
Cl (-4.803, -5.950, 2.598)
Cl (-1.966, -6.136, 3.217)
Cl (-2.830, -5.014, 0.676)
C (-0.482, 9.232, 6.627)
Cl (-1.214, 7.723, 6.026)
Cl (0.336, 10.071, 5.284)
Cl (-1.754, 10.284, 7.297)
Cl (0.705, 8.851, 7.899)
C (-1.682, -7.512, -8.707)
Cl (-1.374, -9.136, -9.371)
Cl (-3.395, -7.086, -8.950)
Cl (-1.308, -7.502, -6.965)
Cl (-0.650, -6.324, -9.542)
C (-17.882, 0.663, -0.864)
Cl (-16.652, -0.083, 0.188)
Cl (-18.527, 2.126, -0.078)
Cl (-17.141, 1.105, -2.423)
Cl (-19.206, -0.495, -1.143)
C (1.594, -5.631, -1.199)
Cl (1.648, -7.253, -1.934)
Cl (-0.028, -5.340, -0.520)
Cl (2.809, -5.526, 0.099)
Cl (1.945, -4.404, -2.442)
C (-5.606, -10.701, -8.809)
Cl (-5.467, -11.889, -7.488)
Cl (-6.225, -11.508, -10.272)
Cl (-6.729, -9.405, -8.326)
Cl (-4.004, -10.001, -9.150)
C (3.694, -9.385, -5.025)
Cl (2.887, -7.856, -5.457)
Cl (2.810, -10.165, -3.689)
Cl (3.710, -10.468, -6.440)
Cl (5.367, -9.049, -4.514)

(2)
2 unconnected molecules or ions with the total composition C7H12O3 in a non-equilibrium geometry, computed with ωB97M-V/def2-TZVPD.

Results
- highest occupied orbital energy (eV) = -8.400
- lowest unoccupied orbital energy (eV) = 0.527
- Kohn-Sham gap (Eh) = 0.32808
- energy relative to the best compared isomer or geometry (same formula, charge and spin) (kJ/mol) = 165.90
- multiplicity = 1

Element x y z (Å)
C (-0.798, -0.019, 0.544)
C (-1.469, 1.320, 0.230)
C (-0.454, -0.085, 2.032)
C (1.221, -1.568, -0.067)
C (-0.363, -0.678, -2.178)
C (0.544, -0.241, -0.292)
C (1.260, 0.795, -0.774)
O (-1.701, -1.080, 0.297)
O (2.536, 0.618, -1.234)
O (-0.842, 0.142, -2.819)
H (-1.682, -1.283, -0.650)
H (2.787, 1.339, -1.820)
H (0.837, 1.781, -0.908)
H (-2.371, 1.413, 0.830)
H (-1.754, 1.386, -0.817)
H (-0.813, 2.148, 0.477)
H (-0.032, -1.054, 2.282)
H (-1.368, 0.042, 2.613)
H (0.261, 0.695, 2.287)
H (1.801, -1.840, -0.952)
H (1.922, -1.494, 0.772)
H (0.477, -2.337, 0.148)

(3)
A molecular structure, C23H30ClN3O3PPdSbTe in a non-equilibrium geometry, computed with ωB97M-V/def2-TZVPD.

Results
- highest occupied orbital energy (spin up / spin down) (eV) = -6.039 / -6.620
- lowest unoccupied orbital energy (spin up / spin down) (eV) = -0.168 / -0.604
- Kohn-Sham gap (spin up / spin down) (Eh) = 0.21574 / 0.22107
- energy relative to the best compared isomer or geometry (same formula, charge and spin) (kJ/mol) = 123.40
- multiplicity = 3

Element x y z (Å)
Pd (-0.520, -0.057, -0.035)
C (-0.404, -1.108, -3.437)
C (0.810, -1.542, -2.683)
C (2.056, -1.814, -3.236)
C (3.105, -2.160, -2.396)
C (2.899, -2.216, -1.026)
C (1.624, -1.946, -0.559)
N (0.621, -1.664, -1.371)
Sb (0.976, -2.531, 1.462)
C (-1.077, -2.809, 0.697)
C (-1.550, -4.113, 0.668)
C (-2.801, -4.366, 0.139)
C (-3.555, -3.291, -0.294)
C (-3.047, -1.999, -0.199)
C (-3.878, -0.852, -0.667)
N (-1.814, -1.777, 0.278)
C (0.048, -1.123, 2.899)
C (-0.527, -1.824, 3.925)
C (-1.534, -1.256, 4.699)
C (-2.081, -0.044, 4.249)
C (-1.532, 0.652, 3.216)
C (-2.166, 1.860, 2.620)
N (-0.350, 0.182, 2.586)
H (-0.540, -1.657, -4.364)
H (-0.325, -0.044, -3.666)
H (-1.277, -1.248, -2.788)
H (2.202, -1.775, -4.305)
H (4.076, -2.396, -2.810)
H (3.695, -2.480, -0.340)
H (-0.922, -4.914, 1.030)
H (-3.172, -5.376, 0.045)
H (-4.534, -3.444, -0.716)
H (-4.895, -1.178, -0.862)
H (-3.463, -0.436, -1.590)
H (-3.896, -0.045, 0.067)
H (-0.158, -2.825, 4.123)
H (-1.920, -1.754, 5.570)
H (-2.966, 0.351, 4.728)
H (-3.045, 2.141, 3.194)
H (-2.472, 1.627, 1.589)
H (-1.493, 2.715, 2.577)
Cl (1.406, 1.502, 4.129)
C (0.734, 1.104, 2.479)
H (1.569, 0.662, 1.932)
H (0.436, 2.053, 2.037)
C (2.126, 2.693, -3.950)
C (2.341, 1.566, -2.953)
O (1.154, 1.386, -2.194)
P (1.190, 1.281, -0.561)
O (2.531, 0.839, -0.120)
Te (-1.555, 1.859, -1.214)
O (0.906, 2.828, -0.068)
C (1.935, 3.807, 0.012)
C (2.109, 4.320, 1.436)
H (3.051, 2.923, -4.469)
H (1.777, 3.585, -3.440)
H (1.378, 2.389, -4.678)
H (3.179, 1.760, -2.275)
H (2.550, 0.627, -3.481)
H (1.637, 4.621, -0.656)
H (2.877, 3.380, -0.342)
H (1.170, 4.718, 1.816)
H (2.851, 5.115, 1.455)
H (2.450, 3.518, 2.087)

(4)
2 unconnected molecules or ions with the total composition C21H45N3O9P3S2 in a non-equilibrium geometry, computed with ωB97M-V/def2-TZVPD.

Results
- highest occupied orbital energy (eV) = -5.042
- total charge = -1
- lowest unoccupied orbital energy (eV) = -1.232
- Kohn-Sham gap (Eh) = 0.14003
- multiplicity = 1

Element x y z (Å)
C (-2.102, -1.942, -7.309)
C (-2.407, -1.452, -5.764)
O (-1.189, -1.399, -4.905)
C (-1.559, -0.635, -3.665)
C (-1.061, -1.494, -2.402)
P (-0.720, -0.659, -0.697)
C (-0.424, 0.214, 0.969)
C (1.042, 0.317, 1.628)
O (1.201, -0.734, 2.689)
C (-2.471, 0.080, -0.952)
C (-3.257, 0.753, 0.271)
C (-3.898, -0.161, 1.449)
O (-4.986, -1.000, 0.917)
C (-1.555, -2.216, 0.094)
C (-1.086, -2.695, 1.570)
C (-1.940, -4.123, 1.825)
S (-1.787, -4.532, 3.659)
C (-2.848, -3.408, 4.717)
S (-4.563, -3.474, 4.788)
N (-2.135, -2.381, 5.609)
C (-1.790, -0.959, 5.227)
C (-1.068, -0.352, 6.573)
N (-1.033, -1.456, 7.618)
C (-1.690, -2.711, 7.042)
C (0.865, -1.729, -0.653)
C (2.119, -1.267, -1.603)
O (2.230, -1.375, -2.929)
O (3.387, -0.780, -0.957)
P (0.389, 1.024, -1.580)
N (-0.299, 2.464, -1.542)
H (-2.495, -3.044, -7.430)
H (-0.998, -1.775, -7.659)
H (-2.798, -1.280, -8.019)
H (-2.927, -0.390, -5.861)
H (-3.144, -2.259, -5.286)
H (-1.211, 0.446, -3.832)
H (-2.753, -0.605, -3.702)
H (-1.972, -2.267, -2.282)
H (-0.202, -2.172, -2.815)
H (-1.165, -0.007, 1.845)
H (-0.631, 1.379, 0.771)
H (1.975, 0.231, 0.952)
H (1.171, 1.339, 2.235)
H (2.105, -1.169, 2.499)
H (-2.526, 0.938, -1.785)
H (-3.222, -0.728, -1.419)
H (-4.224, 1.260, -0.233)
H (-2.752, 1.702, 0.791)
H (-3.164, -0.854, 2.036)
H (-4.401, 0.555, 2.258)
H (-5.617, -0.329, 0.477)
H (-1.334, -3.224, -0.520)
H (-2.730, -2.190, 0.084)
H (0.022, -3.027, 1.704)
H (-1.399, -2.042, 2.481)
H (-1.585, -4.985, 1.116)
H (-3.074, -3.809, 1.645)
H (-1.975, -0.397, 4.201)
H (-0.692, 0.763, 6.604)
H (-1.791, -3.743, 7.627)
H (0.700, -2.861, -1.023)
H (1.334, -1.949, 0.393)
H (3.527, 0.191, -1.155)
H (1.671, 1.300, -0.904)
H (0.731, 0.740, -2.949)
H (-1.187, 2.375, -1.040)
C (4.873, 4.566, 2.317)
O (3.824, 4.180, 1.450)
P (4.011, 3.244, 0.008)
O (5.481, 2.963, 0.339)
O (3.859, 4.610, -0.901)
C (4.776, 5.675, -0.752)
O (4.199, 2.308, -1.435)
C (5.271, 2.576, -2.323)
H (4.529, 4.418, 3.345)
H (5.805, 4.012, 2.204)
H (5.072, 5.632, 2.182)
H (5.762, 5.328, -0.434)
H (4.381, 6.399, -0.037)
H (4.888, 6.173, -1.721)
H (6.243, 2.506, -1.828)
H (5.152, 3.557, -2.787)
H (5.248, 1.822, -3.115)

(5)
A single C4H6O molecule, computed with ωB97M-V/def2-TZVPD.

Results
- highest occupied orbital energy (eV) = -9.319
- structure (SMILES) = C=C=COC
- lowest unoccupied orbital energy (eV) = 0.856
- Kohn-Sham gap (Eh) = 0.37393
- energy relative to the best compared isomer or geometry (same formula, charge and spin) (kJ/mol) = 255.87
- multiplicity = 1

Element x y z (Å)
C (-1.719, 0.856, 0.372)
C (-1.144, -0.161, 0.959)
C (0.037, -0.703, 1.097)
O (1.023, 0.045, 0.467)
C (1.236, -0.218, -0.902)
H (-1.662, 1.844, 0.818)
H (-2.066, 0.747, -0.650)
H (0.371, -1.583, 1.635)
H (0.344, -0.599, -1.422)
H (2.045, -0.948, -0.992)
H (1.535, 0.720, -1.382)

(6)
A gas-phase ion, C4H12NS2 (charge +1) in a non-equilibrium geometry, computed with ωB97M-V/def2-TZVPD.

Results
- highest occupied orbital energy (eV) = -12.824
- structure (SMILES) = CCSSCC[NH3+]
- total charge = +1
- lowest unoccupied orbital energy (eV) = -3.650
- Kohn-Sham gap (Eh) = 0.33714
- energy relative to the best compared isomer or geometry (same formula, charge and spin) (kJ/mol) = 141.29
- multiplicity = 1

Element x y z (Å)
C (0.443, -2.765, -0.150)
C (1.523, -2.034, 0.739)
S (1.738, -0.238, 0.290)
S (0.920, 1.035, 1.748)
C (-0.681, 1.665, 1.041)
C (-0.710, 2.260, -0.362)
N (-0.922, 1.165, -1.376)
H (0.006, -3.668, 0.154)
H (0.861, -3.068, -1.231)
H (-0.355, -2.043, -0.312)
H (2.637, -2.514, 0.683)
H (1.349, -2.125, 1.788)
H (-1.596, 1.119, 1.300)
H (-0.870, 2.524, 1.654)
H (-1.608, 2.905, -0.502)
H (0.166, 2.890, -0.507)
H (-1.983, 1.167, -1.512)
H (-0.595, 1.490, -2.306)
H (-0.322, 0.236, -1.141)

(7)
2 unconnected molecules or ions with the total composition C2H9N2 in a non-equilibrium geometry, computed with ωB97M-V/def2-TZVPD.

Results
- highest occupied orbital energy (eV) = -13.139
- total charge = +1
- lowest unoccupied orbital energy (eV) = -3.837
- Kohn-Sham gap (Eh) = 0.34185
- energy relative to the best compared isomer or geometry (same formula, charge and spin) (kJ/mol) = 117.21
- multiplicity = 1

Element x y z (Å)
N (-0.723, 1.844, -0.727)
H (-0.002, 1.038, -0.608)
H (-0.943, 1.865, -1.717)
H (-1.505, 1.651, -0.150)
H (-0.189, 2.740, -0.486)
C (-0.330, -2.037, 0.624)
C (0.220, -0.818, 0.839)
N (1.163, -0.270, -0.097)
H (0.116, -2.729, -0.085)
H (-0.893, -2.516, 1.413)
H (-0.194, -0.093, 1.567)
H (1.367, -0.740, -0.961)
H (1.914, 0.064, 0.387)

(8)
A single C5H12N2 molecule in a non-equilibrium geometry, computed with ωB97M-V/def2-TZVPD.

Results
- highest occupied orbital energy (eV) = -8.971
- structure (SMILES) = C=CC[C@H](N)CN
- lowest unoccupied orbital energy (eV) = 1.041
- Kohn-Sham gap (Eh) = 0.36795
- energy relative to the best compared isomer or geometry (same formula, charge and spin) (kJ/mol) = 126.59
- multiplicity = 1

Element x y z (Å)
C (-1.726, 1.013, -1.657)
C (-2.131, 0.470, -0.516)
C (-1.268, 0.181, 0.680)
C (0.046, -0.576, 0.330)
N (0.333, -1.621, 1.319)
C (1.231, 0.392, 0.194)
N (2.428, -0.288, -0.272)
H (-0.685, 1.333, -1.684)
H (-2.346, 1.184, -2.515)
H (-3.093, -0.022, -0.511)
H (-0.972, 1.071, 1.243)
H (-1.757, -0.484, 1.381)
H (-0.054, -1.057, -0.645)
H (0.693, -1.205, 2.172)
H (1.098, -2.158, 0.936)
H (1.393, 0.864, 1.169)
H (0.986, 1.191, -0.511)
H (2.555, -0.356, -1.270)
H (3.269, 0.064, 0.157)

no.,energy (a.u.)
1,-30907.5783
2,-499.5833
3,-2722.0861
4,-3488.3242
5,-231.1263
6,-1010.4417
7,-190.8296
8,-307.1811